*P*
A gas-phase ion, C4H9N2O2 (charge +1). Source: the Open Molecules 2025 dataset; level of theory: wB97M-V/def2-TZVPD.

```
! wB97M-V def2-TZVPD RIJCOSX def2/J DEFGRID3
* xyz 1 1
H -0.2905 -1.9454 0.0238
H 1.6501 -0.0452 -1.0096
C -0.0102 1.3057 1.0037
H -1.1377 -1.1764 1.4145
C -1.1891 1.3121 0.2427
H -2.2282 1.1873 0.6237
O 0.7498 2.5066 2.7933
H 0.5978 -1.1683 1.4825
H 0.2001 -0.0738 -2.1582
H -1.1835 2.0237 -0.6080
H 2.6035 1.0648 1.4781
C 0.7055 0.3743 -1.1797
O 1.8779 0.7189 2.0468
N -0.1113 0.2200 0.0866
N 0.7276 1.6404 2.0250
H 0.8773 1.4343 -1.3008
C -0.2317 -1.1258 0.6947
*
```

Properties
Gap between HOMO and LUMO   0.377 Ha
Structure (SMILES)   C[N+]1(C)C/C1=[N+](\[O-])O
Molecular weight   117.128 g mol⁻¹
HOMO energy   -14.1941 eV

Results of the Löwdin charge analysis, in e, for atoms 1 through 6: number 1, H, carries 0.09; number 2, H, carries 0.08; number 3, C, carries -0.18; number 4, H, carries 0.15; number 5, C, carries 0.09; number 6, H, carries 0.16



*Q*
2 unconnected molecules or ions with the total composition C4H9N2O2. Source: the Open Molecules 2025 dataset; level of theory: wB97M-V/def2-TZVPD.

```
! wB97M-V def2-TZVPD RIJCOSX def2/J DEFGRID3
* xyz 1 1
H -1.3672 0.4024 -2.4395
O -0.4900 -0.5753 2.6010
C 1.4243 1.0134 -0.2181
H 0.9892 -0.7213 0.8243
H -0.4601 -1.3697 -0.9092
H -0.8533 2.8201 -1.5179
N 0.7483 -0.0326 0.1723
N 0.8854 2.0401 -0.7773
H 0.4235 -2.4404 2.6328
H -0.3374 -0.0216 3.3114
O 0.6462 -1.4863 2.5108
H -1.3495 -0.0465 -0.0223
H 2.3986 1.1597 0.1567
C -0.4723 -0.2536 -0.6411
C -0.1647 1.9599 -1.4861
C -0.4295 0.5607 -1.9292
H 0.4367 0.2941 -2.5252
*
```

Properties
Gap between HOMO and LUMO   0.364 Ha
Molecular weight   117.128 g mol⁻¹
HOMO energy   -14.9862 eV

Results of the Löwdin charge analysis, in e, for atoms 1 through 6: number 1, H, carries 0.13; number 2, O, carries -0.01; number 3, C, carries -0.12; number 4, H, carries 0.09; number 5, H, carries 0.18; number 6, H, carries 0.16



*Q* ends up most stable, edging out the next structure by 266.4 kJ/mol.



*P*
A molecular structure, C12H12ClN3NdO9. Source: the Open Molecules 2025 dataset; level of theory: wB97M-V/def2-TZVPD.

```
! wB97M-V def2-TZVPD RIJCOSX def2/J DEFGRID3
* xyz 1 4
H -3.3676 -5.1602 -1.2044
Cl 0.3142 -1.5462 2.5956
C 2.2767 3.1195 -0.1184
N -3.9899 -3.1910 -0.7600
C 0.0380 3.8325 0.4147
C 2.5731 0.6176 -0.5457
H -6.8242 -2.5187 0.9322
C -5.9002 -3.0503 0.7243
C -5.1040 -5.1677 0.0872
C -5.1454 -2.3388 -0.3706
H -4.8745 -4.6380 -1.9828
N 0.4951 1.5646 -0.0550
H -5.7716 -2.2110 -1.2519
H 3.3279 3.3239 -0.2725
C -1.7945 2.0739 0.4832
H -0.6977 4.5795 0.6783
C -4.2970 -4.6135 -1.0603
O -1.1420 -1.4644 2.4204
O 2.0376 -0.4785 -0.5945
H -4.4874 -5.2181 0.9916
O 0.8056 -0.1850 2.2774
C -0.3654 2.5161 0.2706
H -5.2990 -3.0838 1.6392
C 1.3698 4.1324 0.2131
O -1.9299 0.7595 0.4175
C 1.7850 1.8449 -0.2324
O -2.6409 2.9015 0.6784
C -2.7698 -2.7423 -0.7211
N -1.6917 -2.3124 -0.7153
O 0.7178 -2.0072 3.8616
H -4.7782 -1.3660 -0.0486
O 3.8534 0.8198 -0.7689
O 0.7885 -2.3802 1.4748
H 1.7168 5.1524 0.3166
Nd -0.3102 -0.7016 0.3285
H 4.2711 -0.0436 -0.9528
H -5.4523 -6.1677 -0.1567
O -6.2477 -4.3652 0.3218
*
```

Properties
Gap between HOMO and LUMO (spin up / spin down)   0.321 / 0.321 Ha
Molecular weight   521.933 g mol⁻¹
HOMO energy (spin up / spin down)   -12.6959 / -12.7002 eV

Results of the Löwdin charge analysis, in e, for atoms 1 through 6: number 1, H, carries 0.14; number 2, Cl, carries 0.71; number 3, C, carries 0.05; number 4, N, carries -0.05; number 5, C, carries 0.06; number 6, C, carries -0.43



*Q*
A molecular structure, C12H12ClN3NdO9. Source: the Open Molecules 2025 dataset; level of theory: wB97M-V/def2-TZVPD.

```
! wB97M-V def2-TZVPD RIJCOSX def2/J DEFGRID3
* xyz 1 4
Cl -0.3558 3.3630 -0.8538
C -0.3540 -2.2390 -4.8500
H 2.5393 -3.2037 -3.3582
N 0.1126 -0.9352 -2.9335
H -2.6543 0.4996 3.6080
C -1.6769 0.8992 3.8715
H 1.2751 0.7788 2.1574
C 0.6626 1.0627 3.0116
H 3.5190 -1.3925 -0.4816
O -2.6727 -0.5585 -5.0308
O 0.0109 2.9266 -2.2414
O 1.5015 -0.2746 -0.7903
C -1.0975 0.2033 5.0902
O -0.1898 4.7297 -0.6367
O 3.1011 -1.7632 -1.2756
C 1.2353 -1.6272 -2.7241
C 1.0945 0.3546 4.2839
O 0.2158 0.6619 5.3465
C 1.9601 -1.1571 -1.5048
O -1.7548 2.8804 -0.6572
Nd -0.7394 0.8513 -1.4485
H -1.7626 1.9716 4.0547
H 2.0857 0.6928 4.5800
H -1.6951 0.4375 5.9688
H 1.1214 -0.7301 4.1175
O 0.4652 2.4963 0.0268
H -1.0962 -0.8832 4.9381
C -1.9515 -0.3785 -4.0899
C 0.8072 -2.9596 -4.6398
C -1.1263 0.2497 1.5989
N -0.7424 0.6999 2.7444
C -0.6755 -1.2200 -3.9564
H 1.0834 -3.7599 -5.3127
H 0.7144 2.1450 3.1409
N -1.4629 -0.2058 0.5783
O -2.1014 0.4753 -3.1053
C 1.6281 -2.6563 -3.5512
H -1.0239 -2.4348 -5.6756
*
```

Properties
Gap between HOMO and LUMO (spin up / spin down)   0.323 / 0.323 Ha
Molecular weight   521.933 g mol⁻¹
HOMO energy (spin up / spin down)   -12.9645 / -12.9643 eV

Results of the Löwdin charge analysis, in e, for atoms 1 through 6: number 1, Cl, carries 0.72; number 2, C, carries 0.06; number 3, H, carries 0.13; number 4, N, carries 0.03; number 5, H, carries 0.14; number 6, C, carries -0.07



*Q* ends up most stable, edging out the next structure by 23.5 kJ/mol.



*P*
6 unconnected molecules or ions with the total composition C24H66N6O6. Source: the Open Molecules 2025 dataset; level of theory: wB97M-V/def2-TZVPD.

```
! wB97M-V def2-TZVPD RIJCOSX def2/J DEFGRID3
* xyz 0 1
H -6.1807 1.9789 2.7701
H -7.7948 3.7799 2.3449
H -1.9666 -2.8024 7.0911
N -0.6183 -0.1896 2.1259
H -3.1479 2.1256 -0.5469
N -2.1219 -1.5305 4.6280
C 2.9754 0.4306 -4.6298
H 4.7656 -2.6882 4.1501
O -0.8473 0.9814 4.8762
H 3.6713 -4.8527 3.8664
C -2.6032 2.6888 -3.5355
C -0.4488 -0.0878 5.7243
C 1.4081 1.0319 1.2706
H 2.7899 0.4047 -3.5463
H -4.0923 4.1427 2.3924
H -6.7302 3.4802 4.6573
H -2.4830 -0.6398 6.4264
H 3.1980 -1.7428 4.2082
H -0.4905 -2.0257 7.5502
C 0.0190 0.4501 0.9887
H -3.7598 2.4307 2.8929
O 3.2740 -3.1789 2.7449
H 7.5972 -2.3775 -4.2740
H 6.0198 -1.6672 -6.2989
H 0.3651 -0.6409 5.2350
H 7.6710 -1.0880 -6.2233
H -3.1808 3.4749 -3.0539
C 4.9853 -0.6427 -4.0930
H -0.5534 1.3681 0.7473
H -3.4834 3.1641 -6.8616
H -1.3487 0.6706 -8.4014
C -1.3757 2.1027 -5.4415
O -2.2061 3.0600 -4.8099
C -1.6049 -1.0428 5.9264
C -4.4187 3.0935 2.3250
H -1.3872 -1.9370 4.0563
C -5.8386 3.0145 2.8492
H -1.5987 1.1014 -5.0576
H 4.8513 -0.4103 -3.0326
H -1.3458 0.1196 -6.8953
H -1.5341 -0.5765 1.9534
O 4.3468 0.3191 -4.9137
H -0.0894 0.3262 6.6757
C 0.9301 -4.5387 1.7827
H -6.4636 4.8510 1.8799
H -5.5429 4.4796 4.2321
H 1.4229 -7.1487 2.3361
C -0.1999 -0.3975 -2.5740
H -1.0569 2.9974 -7.3544
N -5.8180 3.5029 4.2185
H -1.7840 2.5120 -2.8092
H 0.4362 2.4011 5.7006
C -3.1565 2.2511 0.5363
H 1.3072 1.9226 1.8846
C -0.0511 -0.4152 -0.2420
C 6.6457 -0.8355 -5.9497
H 1.1770 -3.6211 1.2437
H -0.3443 2.4176 -5.2473
H 6.8669 0.3261 -4.2113
C 3.9282 -2.2699 3.5824
C 6.4558 -0.6639 -4.4435
C 2.8191 -4.3289 3.4011
H -2.9336 1.2750 0.9853
H -0.0717 0.3032 -3.4027
H 0.3473 -5.1918 1.1388
C -1.5945 2.1395 -6.9500
C 2.1654 -5.2102 2.3713
H -1.2112 -0.8000 -2.5151
H 4.3764 -1.5094 2.9352
N 1.7005 -6.4560 3.0179
H -3.6407 1.3802 -7.0405
H 1.1162 1.4726 4.4047
C -6.7836 3.8084 1.9239
H -2.3375 2.9464 0.7636
H 2.1061 -4.1204 4.2134
H -0.6311 0.4055 2.9450
H -2.4507 -0.7186 4.1140
C -1.1115 -2.2638 6.6795
O 0.0193 0.3703 -1.4016
H 2.8651 -5.4900 1.5752
H -3.1391 1.7272 -3.5664
O -4.4118 2.7235 0.9554
H 2.5760 1.3656 -5.0135
C 0.1683 1.9306 4.7448
N 7.1425 -1.7024 -3.6760
C -3.0664 2.2638 -7.3152
H 0.6272 -1.0985 -2.7394
H -0.5489 -2.9493 6.0465
H -0.9781 -1.0079 -0.2065
H 2.0672 0.3197 1.7719
H 2.3959 -6.8962 3.6071
H 1.7550 1.2382 0.2571
H 6.3318 0.0536 -6.4881
H 0.7934 -1.1261 -0.2023
H 0.3493 -4.1818 2.6387
N -1.0114 0.8860 -7.4700
H 2.4443 -0.4284 -5.0635
H 4.5706 -1.6295 -4.3502
H -0.0944 2.6841 4.0054
H 7.8498 -1.3051 -3.0754
H -3.1346 2.4005 -8.3980
H -6.8757 3.3306 0.9511
*
```

Properties
Gap between HOMO and LUMO   0.351 Ha
Structure (SMILES)   COC[C@H](C)N.COC[C@H](C)N.COC[C@H](C)N.COC[C@H](C)N.COC[C@H](C)N.COC[C@H](C)N
Molecular weight   534.828 g mol⁻¹
HOMO energy   -8.8570 eV

Results of the Löwdin charge analysis, in e, for atoms 1 through 6: number 1, H, carries 0.14; number 2, H, carries 0.07; number 3, H, carries 0.08; number 4, N, carries 0.07; number 5, H, carries 0.08; number 6, N, carries 0.04



*Q*
6 unconnected molecules or ions with the total composition C24H66N6O6. Source: the Open Molecules 2025 dataset; level of theory: wB97M-V/def2-TZVPD.

```
! wB97M-V def2-TZVPD RIJCOSX def2/J DEFGRID3
* xyz 0 1
H -7.0951 -6.7959 18.2531
O -5.2574 -13.8279 18.3537
H -11.3286 -10.3252 20.8082
C -10.4144 -5.7131 25.4557
N -6.2519 -9.8057 16.8638
H -8.7047 -7.2450 13.5474
H -8.6968 -8.8448 12.9234
H -5.5319 -7.0032 17.7925
O -10.9556 -1.4320 19.8463
H -16.1495 -7.2777 23.1848
H -7.1788 -8.0058 13.0404
H -10.0799 -3.1747 19.2232
H -10.2850 -4.4818 23.8170
H -16.1251 -13.0526 23.1854
C -8.8965 -4.0798 21.4219
O -15.8740 -11.0577 23.7141
H -11.0870 -7.3250 26.6971
H -11.9891 -0.2960 18.5034
O -9.5615 -7.9302 25.3952
H -5.7710 -14.3554 20.3089
H -11.0736 -7.7900 22.6078
C -7.8562 -10.0831 20.6223
H -4.0120 -14.9632 16.0724
H -8.0099 -8.7722 17.3525
H -11.3149 -3.3172 22.6087
H -3.6397 -14.5009 19.3296
C -16.5366 -12.2976 23.8615
C -3.3964 -12.6778 16.3452
H -7.7016 -10.1660 21.7039
H -17.0270 -10.5453 22.1490
H -15.7356 -8.4849 24.4449
N -3.2679 -15.1070 16.7497
C -6.9864 -8.5395 17.0264
N -15.6025 -8.5369 21.0668
H -15.4086 -11.1767 21.6656
H -9.4828 -4.9948 21.4811
H -10.9482 -4.8378 27.4080
H -16.5767 -8.5455 20.7752
H -12.2882 -2.0317 18.4272
C -11.1707 -4.7364 26.3398
H -5.9166 -12.6657 19.9052
H -10.2630 -5.9731 23.4098
H -15.4602 -7.5411 21.2306
H -17.2481 -8.5617 23.5392
H -2.0199 -13.6783 17.6154
H -11.1866 -3.7165 25.9695
O -7.9815 -8.6762 14.8603
H -9.5601 -9.7397 26.3743
H -7.0074 -10.6004 20.1713
H -8.3556 -4.1281 20.4658
H -6.2105 -8.1505 19.0081
H -10.3700 -10.9803 18.6531
C -9.2306 -10.6219 20.2687
N -10.5307 -2.6662 22.5879
H -11.0045 -1.7677 22.6293
O -10.2690 -8.5192 20.7777
C -10.3417 -9.9020 21.0309
H -14.3408 -9.2312 22.6304
H -7.7788 -6.9407 15.8929
H -10.7892 -9.6579 25.1001
H -12.2300 -5.0321 26.4161
H -3.7193 -12.7362 19.2355
C -10.5988 -2.7719 20.1031
H -9.7385 -9.5547 18.6655
H -16.3411 -12.6906 24.8581
H -11.4935 -3.3925 20.2647
C -10.7325 -7.2004 25.6572
H -17.6054 -12.1221 23.7252
H -10.1551 -10.0593 22.1078
C -11.5126 -1.2706 18.5537
H -6.2401 -7.5686 15.2390
H -7.1197 -13.7818 19.2996
C -15.4004 -9.1304 22.3995
H -9.2807 -11.6818 20.5365
H -7.6585 -9.0313 20.4096
H -6.4443 -10.2971 17.7354
H -12.2312 -7.9608 21.3102
C -3.8627 -13.6574 18.6617
C -16.1838 -8.3352 23.4617
C -8.1219 -8.1815 13.5755
C -15.9561 -10.5646 22.3880
C -11.1709 -7.7504 21.5166
C -7.1964 -7.8496 15.6922
C -9.7427 -2.8212 21.3715
H -9.0650 -9.7686 24.6948
H -3.2379 -11.6901 16.7676
H -10.9983 -6.7333 21.1584
H -2.8198 -12.8908 15.4447
H -11.6398 -7.5022 25.1178
C -6.3902 -7.6189 18.0790
H -10.7495 -1.3687 17.7805
C -3.0843 -13.7746 17.3757
H -9.3388 -5.6475 25.6555
N -9.4646 -10.5317 18.8107
N -10.7458 -5.3606 24.0671
C -6.0554 -13.6765 19.4955
H -9.0147 -2.0063 21.3349
H -6.7389 -10.3449 16.1529
C -9.7883 -9.3286 25.3844
H -8.0555 -4.0052 22.1096
H -3.6461 -15.7568 17.4296
H -4.4331 -12.7680 16.0102
*
```

Properties
Gap between HOMO and LUMO   0.351 Ha
Structure (SMILES)   COC[C@H](C)N.COC[C@H](C)N.COC[C@H](C)N.COC[C@H](C)N.COC[C@H](C)N.COC[C@H](C)N
Molecular weight   534.828 g mol⁻¹
HOMO energy   -9.0238 eV

Results of the Löwdin charge analysis, in e, for atoms 1 through 6: number 1, H, carries 0.08; number 2, O, carries -0.20; number 3, H, carries 0.13; number 4, C, carries -0.42; number 5, N, carries 0.06; number 6, H, carries 0.09



*P* ends up most stable, edging out the next structure by 38.9 kJ/mol.



*P*
2 unconnected molecules or ions with the total composition C2H2Cl3NO. Source: the Open Molecules 2025 dataset; level of theory: wB97M-V/def2-TZVPD.

```
! wB97M-V def2-TZVPD RIJCOSX def2/J DEFGRID3
* xyz 0 1
C 1.1795 0.4418 -0.0828
Cl 1.4121 2.0732 0.4440
Cl 1.8742 -0.5604 1.1668
N -1.5594 -1.1323 0.2595
O -1.2845 -2.2260 -0.1977
C -0.9519 0.0482 0.0332
H -1.2704 0.8048 0.8840
Cl 1.7179 -0.0182 -1.6490
H -1.1175 0.5689 -0.8579
*
```

Properties
Gap between HOMO and LUMO (spin up / spin down)   0.284 / 0.282 Ha
Molecular weight   162.403 g mol⁻¹
HOMO energy (spin up / spin down)   -9.3118 / -8.8145 eV

Results of the Löwdin charge analysis, in e, for atoms 1 through 6: number 1, C, carries -1.65; number 2, Cl, carries 0.56; number 3, Cl, carries 0.53; number 4, N, carries -0.10; number 5, O, carries 0.03; number 6, C, carries -0.14



*Q*
A molecular structure, C2H2Cl3NO. Source: the Open Molecules 2025 dataset; level of theory: wB97M-V/def2-TZVPD.

```
! wB97M-V def2-TZVPD RIJCOSX def2/J DEFGRID3
* xyz 0 1
H 0.6511 0.1762 -1.4123
N 1.8654 0.1450 0.6457
C 0.3332 0.4430 -0.4438
C -0.8540 -0.4357 -0.0241
O 1.8412 0.2918 1.8070
Cl -1.8439 -0.4442 -1.5276
Cl -1.7023 0.4908 1.2128
Cl -0.3486 -2.0846 0.3171
H 0.0579 1.4178 -0.5748
*
```

Properties
Gap between HOMO and LUMO (spin up / spin down)   0.314 / 0.314 Ha
Molecular weight   162.403 g mol⁻¹
HOMO energy (spin up / spin down)   -9.0276 / -9.0267 eV

Results of the Löwdin charge analysis, in e, for atoms 1 through 6: number 1, H, carries 0.05; number 2, N, carries 0.03; number 3, C, carries -0.27; number 4, C, carries -1.63; number 5, O, carries 0.01; number 6, Cl, carries 0.56



*Q* ends up most stable, edging out the next structure by 137.0 kJ/mol.